This record from the OMol25 dataset describes 8 unconnected molecules or ions with the total composition C24H68N4O12 in a non-equilibrium geometry. The level of theory is ωB97M-V/def2-TZVPD.

XYZ file:
```
108
Properties=species:S:1:pos:R:3
C -4.533 -3.544 -0.456
C -5.263 -3.310 0.881
O -5.180 -1.926 1.152
O -4.247 -4.739 -0.649
H -3.675 -2.916 -0.366
H -5.042 -3.230 -1.332
H -4.707 -3.895 1.557
H -6.263 -3.629 0.789
H -5.440 -1.359 0.390
H -5.025 -5.245 -0.821
C 4.051 2.443 0.534
C 5.166 2.206 1.623
O 6.262 1.699 0.906
O 3.030 2.805 1.128
H 3.924 1.532 -0.013
H 4.361 3.203 -0.223
H 4.803 1.546 2.414
H 5.511 3.117 2.056
H 5.965 0.960 0.406
H 2.417 3.220 0.551
C -2.247 -1.471 -2.207
C -1.291 -2.229 -3.116
O -1.468 -1.862 -4.440
O -3.391 -1.693 -2.643
H -2.100 -0.344 -2.103
H -1.995 -1.948 -1.312
H -1.373 -3.292 -3.113
H -0.242 -1.998 -2.901
H -0.518 -1.719 -4.753
H -3.327 -1.589 -3.599
C -3.029 2.668 -1.005
C -3.829 2.981 -2.228
O -5.222 3.038 -1.963
O -1.935 2.076 -1.286
H -3.632 2.008 -0.426
H -2.782 3.611 -0.444
H -3.744 2.207 -2.988
H -3.448 3.798 -2.765
H -5.713 3.168 -2.747
H -1.384 1.980 -0.520
C 2.691 3.546 -2.499
C 1.220 3.947 -2.649
C 0.692 4.628 -1.360
O 1.081 4.005 -0.197
C 0.539 4.648 0.971
N 1.025 4.733 -3.845
H 2.956 2.869 -1.699
H 3.381 4.354 -2.435
H 2.908 3.004 -3.441
H 0.694 3.034 -2.719
H -0.401 4.520 -1.357
H 0.960 5.631 -1.429
H -0.550 4.570 1.075
H 0.827 5.728 0.951
H 0.988 4.171 1.890
H 1.322 5.672 -3.832
H 0.008 4.785 -4.101
C -1.424 -4.239 0.306
C 0.033 -3.823 0.360
C 0.707 -3.831 1.755
O 0.138 -2.900 2.644
C 0.778 -2.853 3.923
N 0.649 -4.835 -0.467
H -1.839 -4.213 -0.721
H -1.985 -3.592 1.030
H -1.588 -5.223 0.562
H 0.146 -2.889 -0.144
H 1.715 -3.631 1.566
H 0.652 -4.883 2.093
H 0.448 -2.061 4.548
H 1.856 -2.817 3.846
H 0.585 -3.772 4.514
H 0.118 -4.869 -1.347
H 0.475 -5.773 -0.052
C -1.963 -0.562 1.333
C -1.244 0.584 2.013
C -0.190 0.220 2.974
O 0.464 1.410 3.370
C 1.767 1.130 3.865
N -0.600 1.466 1.011
H -2.721 -0.199 0.698
H -2.484 -1.271 2.007
H -1.315 -1.184 0.745
H -2.016 1.192 2.517
H 0.548 -0.449 2.600
H -0.533 -0.238 3.890
H 2.259 1.975 4.348
H 2.487 0.879 3.051
H 1.796 0.276 4.578
H -0.061 0.916 0.416
H 0.076 2.097 1.500
C 0.692 0.206 -1.414
C 1.990 -0.556 -1.115
C 2.156 -0.669 0.345
O 3.345 -1.406 0.489
C 3.892 -1.460 1.818
N 1.914 -1.897 -1.660
H 0.344 0.224 -2.506
H 0.890 1.263 -1.244
H -0.162 -0.168 -0.859
H 2.919 -0.018 -1.446
H 1.370 -1.239 0.832
H 2.088 0.324 0.823
H 3.990 -0.410 2.109
H 4.827 -1.948 1.890
H 3.275 -1.850 2.633
H 2.254 -2.540 -0.938
H 2.675 -2.019 -2.347
```

Values from the calculation:
Spin multiplicity = 1
Highest occupied orbital energy = -0.33197 Ha
E = -2076.76443 hartree

This record from the OMol25 dataset describes 8 unconnected molecules or ions with the total composition C24H68N4O12 in a non-equilibrium geometry. The level of theory is ωB97M-V/def2-TZVPD.

XYZ file:
```
108
Properties=species:S:1:pos:R:3
C 0.690 -0.225 -0.541
C -0.498 -0.939 0.258
C -1.660 -1.209 -0.671
O -2.934 -1.390 0.061
C -3.316 -2.724 0.410
N -0.113 -2.130 0.943
H 0.343 0.785 -0.757
H 0.906 -0.871 -1.393
H 1.650 -0.212 -0.025
H -0.667 -0.244 1.081
H -1.300 -2.098 -1.188
H -1.745 -0.329 -1.310
H -4.216 -2.972 0.973
H -2.426 -3.294 0.677
H -3.326 -3.110 -0.610
H -0.876 -2.429 1.534
H 0.681 -1.806 1.477
C -6.038 -0.389 0.392
C -5.828 1.104 0.273
C -6.416 1.900 1.498
O -6.202 3.266 1.390
C -6.716 4.124 2.411
N -4.421 1.341 0.178
H -7.117 -0.510 0.290
H -5.751 -0.883 1.320
H -5.767 -0.933 -0.513
H -6.234 1.298 -0.720
H -6.191 1.609 2.524
H -7.492 2.076 1.486
H -7.804 4.062 2.402
H -6.587 5.178 2.165
H -6.255 3.717 3.311
H -4.021 1.264 1.102
H -3.927 0.633 -0.347
C 3.279 -5.973 -2.627
C 2.186 -5.353 -1.652
C 2.636 -5.005 -0.258
O 3.191 -6.130 0.402
C 3.470 -5.924 1.780
N 1.647 -4.154 -2.319
H 4.285 -5.557 -2.682
H 2.891 -5.965 -3.645
H 3.514 -7.000 -2.346
H 1.383 -6.083 -1.556
H 1.760 -4.517 0.169
H 3.450 -4.283 -0.316
H 2.503 -5.648 2.200
H 4.250 -5.172 1.891
H 3.840 -6.808 2.299
H 1.165 -3.582 -1.641
H 2.285 -3.411 -2.564
C 2.480 0.918 -4.069
C 3.418 0.015 -3.266
C 4.485 -0.927 -3.995
O 4.720 -2.098 -3.185
C 4.932 -3.253 -4.004
N 4.225 0.788 -2.281
H 3.076 1.613 -4.661
H 1.801 1.530 -3.476
H 1.804 0.394 -4.745
H 2.768 -0.643 -2.689
H 5.386 -0.441 -4.367
H 4.045 -1.324 -4.910
H 5.438 -3.163 -4.966
H 4.000 -3.791 -4.174
H 5.505 -3.893 -3.333
H 4.904 0.236 -1.778
H 4.756 1.525 -2.722
C -1.527 4.433 -1.068
C -3.036 4.813 -1.297
O -3.804 5.108 -0.125
O -1.612 3.207 -0.286
H -0.951 5.137 -0.468
H -1.057 4.346 -2.047
H -3.576 4.046 -1.852
H -3.146 5.655 -1.981
H -3.800 6.057 0.019
H -0.746 2.977 0.058
C -1.520 -1.875 4.771
C -0.167 -1.422 5.410
O 0.067 -2.031 6.695
O -1.607 -1.639 3.381
H -2.261 -1.267 5.291
H -1.860 -2.859 5.091
H -0.157 -0.334 5.483
H 0.738 -1.788 4.924
H -0.041 -2.982 6.623
H -2.147 -0.854 3.262
C 2.519 4.507 -1.992
C 3.921 4.885 -1.736
O 4.806 4.022 -0.968
O 1.710 3.834 -1.065
H 2.618 3.877 -2.876
H 2.026 5.437 -2.277
H 3.918 5.798 -1.140
H 4.548 5.057 -2.610
H 4.369 3.816 -0.138
H 1.913 2.909 -1.224
C 0.275 2.881 3.571
C 0.513 1.811 2.482
O 0.881 2.441 1.261
O 1.318 3.866 3.769
H -0.079 2.503 4.530
H -0.613 3.466 3.330
H -0.462 1.372 2.271
H 1.314 1.089 2.638
H 1.829 2.573 1.335
H 0.978 4.547 4.353
```

Values from the calculation:
Spin multiplicity = 1
Highest occupied orbital energy = -0.29614 Ha
E = -2076.75855 hartree